No. 1
A molecular structure, C26H65AsF6NO16P3S2, computed with the ωB97M-V functional and the def2-TZVPD basis.

Last column: Löwdin charge in e.
Positions of all 120 atoms, in Å:
N -16.887 6.156 -22.525  0.356
H -17.229 6.038 -21.582  0.159
H -17.502 6.801 -23.000  0.161
H -16.800 5.336 -23.108  0.165
H -15.997 6.622 -22.427  0.159
As -16.826 7.499 -29.471  0.941
F -16.605 9.326 -29.412  -0.337
F -15.105 7.352 -28.840  -0.333
F -17.039 5.706 -29.467  -0.311
F -18.532 7.706 -30.107  -0.330
F -16.347 7.439 -31.177  -0.291
F -17.467 7.698 -27.790  -0.338
C -23.804 3.494 -23.075  -0.242
C -23.874 4.570 -24.160  -0.217
C -23.378 3.978 -25.504  -0.206
S -23.810 2.192 -25.428  0.731
O -22.582 1.355 -25.341  -0.356
O -24.973 1.822 -26.220  -0.350
C -24.536 2.284 -23.688  -0.200
H -24.113 3.703 -22.051  0.110
H -22.759 3.271 -22.859  0.107
H -23.231 5.424 -23.946  0.110
H -24.890 4.931 -24.321  0.115
H -22.292 3.994 -25.596  0.097
H -23.817 4.399 -26.409  0.103
H -24.291 1.295 -23.301  0.096
H -25.587 2.573 -23.677  0.101
C -9.715 11.100 -26.313  -0.175
C -9.044 10.134 -25.185  -0.204
C -9.172 10.915 -23.890  -0.228
S -10.999 11.390 -23.940  0.738
O -11.249 12.630 -23.206  -0.361
O -11.793 10.151 -23.631  -0.381
C -11.058 11.661 -25.774  -0.204
H -9.871 10.535 -27.232  0.106
H -9.035 11.922 -26.539  0.105
H -7.997 9.962 -25.432  0.108
H -9.628 9.219 -25.089  0.106
H -8.524 11.789 -23.833  0.100
H -8.978 10.440 -22.929  0.097
H -11.135 12.748 -25.807  0.089
H -12.008 11.248 -26.114  0.103
C -16.561 -1.006 -23.036  -0.077
C -15.999 -1.769 -24.198  -0.305
O -14.687 -1.456 -24.506  -0.155
P -14.303 -0.308 -25.495  0.557
O -15.159 0.977 -25.293  -0.292
O -12.701 -0.012 -25.230  -0.182
C -12.014 0.901 -25.987  -0.341
C -10.533 0.553 -25.902  -0.065
O -14.235 -1.059 -26.947  -0.174
C -15.376 -0.956 -27.769  -0.302
C -14.879 -0.660 -29.186  -0.077
H -17.281 -0.398 -23.584  0.074
H -17.102 -1.579 -22.283  0.075
H -15.893 -0.333 -22.500  0.085
H -16.120 -2.788 -23.832  0.118
H -16.591 -1.768 -25.113  0.119
H -12.362 0.914 -27.020  0.118
H -12.080 1.914 -25.588  0.118
H -10.030 1.349 -26.451  0.077
H -10.218 0.668 -24.865  0.079
H -10.389 -0.423 -26.364  0.082
H -15.958 -1.877 -27.802  0.116
H -16.074 -0.140 -27.578  0.116
H -15.693 -0.716 -29.910  0.074
H -14.636 0.388 -29.356  0.081
H -14.162 -1.388 -29.566  0.079
C -16.923 1.025 -13.952  -0.086
C -17.348 2.343 -14.364  -0.350
O -18.692 2.417 -14.752  -0.173
P -19.111 3.906 -15.256  0.531
O -18.242 4.480 -16.354  -0.268
O -20.686 3.780 -15.579  -0.202
C -21.585 3.182 -14.584  -0.234
C -21.471 1.684 -14.336  -0.078
O -19.241 4.876 -13.911  -0.230
C -19.328 6.307 -14.006  -0.254
C -20.759 6.793 -14.343  -0.056
H -17.757 0.585 -13.405  0.090
H -16.604 0.418 -14.799  0.086
H -16.035 1.071 -13.321  0.091
H -17.135 3.014 -13.531  0.129
H -16.712 2.493 -15.236  0.122
H -21.334 3.647 -13.630  0.102
H -22.567 3.598 -14.810  0.120
H -20.628 1.492 -13.673  0.060
H -22.261 1.165 -13.794  0.080
H -21.286 1.113 -15.246  0.082
H -18.886 6.721 -13.099  0.115
H -18.588 6.571 -14.761  0.102
H -20.747 7.862 -14.555  0.074
H -21.083 6.360 -15.289  0.069
H -21.412 6.582 -13.495  0.078
C -18.353 15.395 -19.749  -0.081
C -18.727 13.988 -19.932  -0.331
O -19.942 14.085 -20.574  -0.186
P -20.311 13.280 -21.940  0.511
O -19.698 11.937 -22.090  -0.254
O -21.958 13.264 -22.043  -0.177
C -22.566 13.122 -23.282  -0.322
C -24.018 13.552 -23.158  -0.065
O -19.883 14.304 -23.100  -0.206
C -18.653 14.126 -23.839  -0.266
C -18.555 15.278 -24.750  -0.079
H -19.207 15.901 -19.297  0.087
H -17.502 15.488 -19.075  0.085
H -18.159 15.893 -20.699  0.084
H -17.968 13.556 -20.584  0.115
H -18.842 13.403 -19.019  0.129
H -22.128 13.812 -24.003  0.108
H -22.426 12.117 -23.681  0.125
H -24.561 12.805 -22.579  0.078
H -24.065 14.477 -22.583  0.078
H -24.403 13.865 -24.129  0.080
H -17.874 14.184 -23.079  0.111
H -18.602 13.137 -24.296  0.125
H -19.506 15.358 -25.278  0.085
H -18.311 16.187 -24.200  0.081
H -17.807 15.346 -25.540  0.085

## Properties
Relative energy (zero: lowest compared OMol25 entry of this formula, charge and spin) = 210.5 kcal/mol
Total charge = 0
Orbital gap = 8.12 eV
2S+1 = 1



No. 2
A molecular structure, C26H66F6LiN7O10S2, computed with the ωB97M-V functional and the def2-TZVPD basis.

Last column: Löwdin charge in e.
Positions of all 118 atoms, in Å:
Li 1.254 -0.513 2.714  0.200
C 3.119 2.765 0.596  -0.710
F 3.921 2.403 -0.354  0.182
F 3.736 2.558 1.748  0.140
F 2.904 4.067 0.513  0.149
S 1.456 1.848 0.547  0.712
O 0.658 2.412 1.595  -0.313
O 0.874 2.021 -0.798  -0.320
N 1.832 0.136 0.981  -0.373
S 2.582 -0.577 -0.212  0.570
O 2.829 0.192 -1.430  -0.314
O 3.737 -1.326 0.345  -0.309
C 1.262 -1.877 -0.687  -0.595
F 0.067 -1.341 -1.026  0.107
F 1.694 -2.546 -1.804  0.091
F 1.183 -2.753 0.330  0.106
C -0.424 1.582 5.836  -0.100
C -0.113 0.444 4.832  -0.450
C -1.414 0.212 3.995  -0.149
O -1.019 -0.658 2.903  -0.254
C -1.990 -0.617 1.910  -0.131
N 0.904 0.943 3.959  -0.044
H -1.363 1.381 6.352  0.063
H -0.325 2.512 5.276  0.084
H 0.139 1.468 6.763  0.046
H 0.304 -0.466 5.266  0.090
H -1.816 1.149 3.609  0.118
H -2.021 -0.434 4.629  0.125
H -1.840 0.282 1.313  0.084
H -2.990 -0.635 2.343  0.095
H -1.904 -1.492 1.265  0.083
H 0.351 1.721 3.629  0.038
H 1.485 1.505 4.565  0.070
C -1.364 -6.928 -3.971  -0.069
C -1.110 -5.918 -5.123  -0.396
C -0.269 -4.684 -4.730  -0.180
O -1.121 -3.652 -4.195  -0.158
C -1.418 -3.868 -2.826  -0.115
N -0.513 -6.735 -6.187  -0.008
H -1.788 -7.909 -4.185  0.071
H -2.000 -6.525 -3.182  0.047
H -0.438 -7.053 -3.410  0.069
H -1.888 -5.702 -5.854  0.135
H 0.179 -4.393 -5.679  0.117
H 0.704 -4.785 -4.249  0.127
H -0.541 -4.120 -2.230  0.079
H -2.302 -4.448 -2.561  0.084
H -1.541 -2.831 -2.513  0.067
H 0.459 -6.846 -5.934  0.062
H -0.961 -7.637 -6.120  0.058
C 0.111 4.293 -3.211  -0.107
C -0.523 3.695 -4.402  -0.412
C -0.756 2.120 -4.248  -0.155
O 0.199 1.214 -4.853  -0.187
C 1.517 1.311 -4.311  -0.101
N -1.789 4.414 -4.606  0.022
H 0.255 5.372 -3.158  0.075
H 1.165 4.020 -3.270  0.076
H -0.429 4.051 -2.295  0.081
H 0.104 3.949 -5.256  0.139
H -1.707 1.978 -4.760  0.104
H -0.888 1.701 -3.250  0.104
H 2.119 2.030 -4.867  0.078
H 2.028 0.352 -4.400  0.088
H 1.508 1.687 -3.288  0.057
H -1.547 5.388 -4.718  0.062
H -2.273 4.359 -3.721  0.060
C 3.467 5.170 4.111  -0.042
C 4.616 5.670 3.079  -0.388
C 4.875 7.188 3.196  -0.169
O 3.659 8.008 3.014  -0.241
C 2.928 7.794 1.740  -0.069
N 5.778 4.789 3.331  0.036
H 3.751 5.189 5.164  0.067
H 3.056 4.192 3.863  0.058
H 2.708 5.949 4.037  0.057
H 4.213 5.620 2.068  0.093
H 5.572 7.771 2.594  0.115
H 5.255 7.384 4.198  0.113
H 2.545 6.774 1.749  0.059
H 3.642 7.972 0.935  0.088
H 1.991 8.350 1.751  0.084
H 5.663 3.940 2.797  0.052
H 5.603 4.483 4.277  0.051
C -3.442 -0.677 -1.393  -0.069
C -4.133 0.670 -1.653  -0.400
C -3.802 1.649 -0.527  -0.167
O -4.042 1.241 0.866  -0.229
C -3.780 2.314 1.785  -0.113
N -3.674 1.092 -2.996  0.054
H -2.364 -0.673 -1.551  0.067
H -3.897 -1.344 -2.125  0.073
H -3.725 -1.091 -0.425  0.070
H -5.215 0.580 -1.547  0.132
H -4.536 2.445 -0.653  0.118
H -2.751 1.931 -0.597  0.125
H -4.350 3.155 1.390  0.078
H -2.756 2.685 1.797  0.077
H -4.037 2.083 2.819  0.087
H -2.797 1.594 -2.978  0.020
H -3.542 0.328 -3.643  0.072
C -1.597 -4.329 3.163  -0.053
C -0.691 -5.521 2.628  -0.399
C -0.808 -5.691 1.033  -0.149
O -0.170 -6.943 0.915  -0.210
C 0.057 -7.457 -0.332  -0.140
N 0.663 -5.220 3.020  0.024
H -2.602 -4.324 2.739  0.062
H -1.167 -3.357 2.921  0.051
H -1.705 -4.378 4.247  0.060
H -0.918 -6.481 3.091  0.122
H -0.229 -4.886 0.581  0.112
H -1.872 -5.826 0.835  0.122
H 0.030 -8.544 -0.262  0.087
H 1.024 -7.165 -0.743  0.091
H -0.738 -7.250 -1.049  0.065
H 0.643 -5.194 4.029  0.064
H 1.343 -5.924 2.768  0.069

## Properties
Relative energy (zero: lowest compared OMol25 entry of this formula, charge and spin) = 0.0 kcal/mol
Expectation value of S² = 0.7505
Total charge = -1
Orbital gap (spin up / spin down) = 2.21 / 9.29 eV
2S+1 = 2



No. 3
5 unconnected molecules or ions with the total composition C26H67N5O4PS2, computed with the ωB97M-V functional and the def2-TZVPD basis.

Last column: Löwdin charge in e.
Positions of all 105 atoms, in Å:
C -5.726 1.843 2.132  -0.167
C -4.401 2.069 1.436  -0.330
P -3.520 0.448 0.828  0.267
C -2.020 0.709 1.981  -0.405
C -1.098 -0.622 2.237  -0.317
C -1.935 -1.975 2.655  -0.487
S -1.966 -2.209 4.511  0.743
C -3.704 -2.355 5.191  -0.948
S -4.231 -3.966 5.562  0.501
N -4.673 -1.239 5.483  -0.217
C -4.116 0.137 5.222  -0.244
C -4.944 1.289 6.109  -0.114
C -6.049 -1.456 4.911  -0.268
C -6.112 -1.894 3.336  -0.123
H -5.991 2.356 3.177  0.020
H -6.543 1.120 1.648  0.040
H -3.984 3.150 1.275  0.048
H -2.960 1.218 -0.253  -0.075
H -2.927 -0.769 0.326  -0.059
H -4.182 -0.226 1.917  -0.077
H -4.710 0.149 0.019  -0.071
H -2.335 1.231 3.000  0.067
H -1.314 1.503 1.439  0.075
H -0.396 -0.371 3.169  0.089
H -0.359 -0.803 1.334  0.081
H -2.998 -2.063 2.159  0.059
H -1.307 -2.891 2.215  0.083
H -2.981 0.277 5.561  0.115
H -4.216 0.420 4.080  0.092
H -4.231 1.660 6.991  0.073
H -5.838 0.735 6.656  0.070
H -5.285 2.204 5.465  0.060
H -6.603 -2.320 5.521  0.099
H -6.771 -0.512 5.022  0.125
H -5.081 -2.004 2.797  0.053
H -6.749 -2.884 3.251  0.076
H -6.716 -1.072 2.718  0.071
C -4.509 1.759 -3.764  -0.073
C -2.990 1.845 -3.648  -0.430
C -2.277 2.068 -5.003  -0.204
O -2.201 0.903 -5.830  -0.202
C -3.386 0.622 -6.558  -0.116
N -2.494 0.638 -2.972  0.047
H -4.851 0.793 -4.148  0.064
H -4.974 1.888 -2.781  0.079
H -4.900 2.544 -4.421  0.072
H -2.764 2.710 -3.013  0.133
H -1.237 2.347 -4.793  0.115
H -2.716 2.907 -5.555  0.112
H -3.906 1.533 -6.871  0.087
H -4.047 -0.011 -5.964  0.073
H -3.108 0.056 -7.453  0.084
H -1.494 0.746 -2.801  0.071
H -2.541 -0.131 -3.648  0.071
C 2.257 -2.174 1.362  -0.066
C 2.111 -2.278 -0.154  -0.414
C 3.436 -2.603 -0.883  -0.192
O 4.337 -1.497 -0.993  -0.204
C 5.101 -1.245 0.176  -0.115
N 1.508 -1.037 -0.662  0.053
H 2.710 -1.230 1.679  0.069
H 1.275 -2.229 1.844  0.054
H 2.867 -2.993 1.756  0.078
H 1.417 -3.103 -0.354  0.139
H 3.191 -2.886 -1.914  0.104
H 3.939 -3.469 -0.438  0.116
H 5.362 -2.165 0.707  0.090
H 4.561 -0.562 0.834  0.057
H 6.028 -0.745 -0.127  0.081
H 1.314 -1.152 -1.657  0.069
H 2.234 -0.315 -0.639  0.075
C 4.338 -1.556 -6.943  -0.080
C 3.541 -0.797 -5.884  -0.428
C 3.497 -1.511 -4.513  -0.202
O 2.606 -2.629 -4.457  -0.207
C 3.134 -3.827 -5.006  -0.109
N 2.190 -0.537 -6.400  0.038
H 3.787 -2.406 -7.358  0.063
H 4.579 -0.897 -7.783  0.074
H 5.282 -1.930 -6.533  0.076
H 4.042 0.167 -5.735  0.134
H 3.116 -0.795 -3.775  0.117
H 4.500 -1.798 -4.175  0.119
H 4.210 -3.923 -4.833  0.091
H 2.910 -3.878 -6.073  0.072
H 2.628 -4.671 -4.525  0.089
H 1.696 0.061 -5.736  0.073
H 1.673 -1.421 -6.359  0.073
C 6.353 1.724 2.598  -0.072
C 5.347 2.728 2.041  -0.428
C 5.350 4.084 2.783  -0.199
O 4.701 4.061 4.058  -0.192
C 5.497 3.541 5.112  -0.111
N 4.011 2.115 2.044  0.045
H 6.016 1.260 3.530  0.068
H 6.516 0.911 1.882  0.060
H 7.322 2.200 2.785  0.077
H 5.631 2.924 1.000  0.134
H 4.781 4.799 2.177  0.121
H 6.363 4.493 2.872  0.115
H 6.555 3.793 4.995  0.088
H 5.365 2.460 5.180  0.073
H 5.139 3.975 6.052  0.088
H 3.361 2.746 1.574  0.080
H 3.681 2.108 3.014  0.079

## Properties
Total charge = -1
Orbital gap = 5.47 eV
2S+1 = 1



No. 4
A molecular structure, C26H68InO21, computed with the ωB97M-V functional and the def2-TZVPD basis.

Last column: Löwdin charge in e.
Positions of all 116 atoms, in Å:
In 4.910 -2.145 0.363  1.131
C -0.237 -2.143 -0.189  0.112
C -1.022 -1.210 -0.763  -0.255
C -0.533 0.184 -1.124  -0.282
O -1.311 1.129 -1.587  0.119
C 0.734 0.539 -0.974  0.095
C 1.716 -0.449 -0.443  -0.219
C 1.169 -1.916 0.012  -0.198
O 1.887 -2.658 0.737  0.066
O 2.880 -0.216 -0.201  -0.010
O -2.191 -1.665 -0.986  0.128
H -0.584 -3.118 0.120  0.133
H 1.112 1.542 -1.106  0.131
C 0.854 -0.432 -4.459  -0.022
O 1.864 0.551 -4.718  -0.100
C 1.433 1.859 -4.464  -0.134
C 0.083 2.418 -5.129  -0.004
O 0.122 2.626 -6.623  0.048
C 0.169 1.425 -7.382  0.002
H 1.435 -1.305 -4.159  0.107
H 0.368 -0.623 -5.416  0.102
H 0.210 -0.102 -3.644  0.079
H 2.215 2.607 -4.588  0.145
H 1.256 1.850 -3.388  0.115
H -0.224 3.338 -4.630  0.146
H -0.638 1.642 -4.874  0.128
H -0.490 0.627 -7.043  0.116
H 1.145 0.940 -7.373  0.135
H 0.001 1.713 -8.420  0.129
C -2.739 -5.134 -0.201  -0.029
O -1.971 -6.209 0.509  -0.221
C -2.810 -7.267 0.946  -0.189
C -1.933 -8.419 1.432  -0.112
O -0.903 -7.947 2.387  -0.233
C -0.601 -8.808 3.424  -0.115
H -3.374 -5.670 -0.907  0.093
H -2.169 -4.413 -0.787  0.051
H -3.209 -4.532 0.577  0.084
H -3.244 -7.644 0.020  0.122
H -3.636 -7.081 1.632  0.137
H -1.382 -8.890 0.618  0.131
H -2.551 -9.190 1.892  0.129
H -0.324 -9.779 3.013  0.096
H -1.411 -8.836 4.153  0.097
H 0.268 -8.532 4.022  0.095
C 0.290 7.618 4.013  -0.041
O 0.471 6.725 2.852  -0.200
C -0.698 6.408 2.171  -0.225
C -0.426 5.437 1.022  -0.181
O 0.432 5.929 0.026  -0.147
C 0.749 5.007 -0.974  -0.126
H -0.192 8.552 3.723  0.090
H 1.263 7.820 4.460  0.086
H -0.264 7.022 4.739  0.080
H -1.222 7.275 1.767  0.129
H -1.414 5.963 2.862  0.127
H -1.383 5.377 0.503  0.122
H -0.088 4.441 1.310  0.113
H -0.170 4.551 -1.343  0.058
H 1.223 4.107 -0.584  0.058
H 1.361 5.300 -1.827  0.092
C -0.083 0.968 2.024  -0.095
O 0.032 1.782 3.193  -0.146
C 1.364 2.336 3.297  -0.147
C 1.476 3.516 4.372  -0.190
O 1.409 2.962 5.666  -0.181
C 1.459 3.973 6.707  -0.069
H -0.920 0.298 2.220  0.086
H 0.755 0.293 1.854  0.079
H -0.292 1.599 1.160  0.084
H 1.744 2.695 2.340  0.103
H 2.004 1.501 3.582  0.120
H 0.671 4.230 4.198  0.108
H 2.357 4.115 4.141  0.122
H 0.467 4.427 6.706  0.086
H 2.168 4.771 6.487  0.081
H 1.723 3.576 7.688  0.090
O -2.416 -2.844 2.303  -0.018
H -2.060 -2.643 1.438  -0.026
H -2.231 -2.064 2.827  0.041
O 0.508 -5.907 1.450  -0.053
H -0.203 -5.441 1.008  -0.002
H 0.114 -6.732 1.734  -0.009
O -4.161 -2.644 -2.523  -0.047
H -3.436 -2.527 -1.910  -0.041
H -4.695 -3.337 -2.134  0.036
O 5.413 0.652 1.080  -0.148
H 5.090 1.382 0.552  -0.013
H 6.273 0.938 1.385  0.059
O 3.614 -5.300 0.719  -0.108
H 4.210 -5.830 1.248  0.043
H 2.748 -5.473 1.089  -0.002
C 0.462 -4.031 -3.373  -0.154
O 1.854 -4.302 -3.451  -0.112
H 0.138 -3.113 -2.884  0.044
H 0.073 -4.103 -4.389  0.090
H 0.000 -4.833 -2.798  0.086
H 2.029 -5.159 -3.056  0.086
C 4.399 2.870 -1.426  -0.116
O 3.800 2.273 -0.331  -0.157
H 5.437 2.637 -1.186  0.096
H 3.905 2.491 -2.320  0.079
H 4.275 3.953 -1.427  0.090
H 3.075 1.684 -0.552  0.025
C -3.638 0.644 1.203  -0.146
O -3.497 1.555 2.287  -0.100
H -3.081 -0.279 1.362  0.038
H -4.653 0.248 1.162  0.100
H -3.245 1.183 0.341  0.061
H -4.416 1.773 2.455  0.082
C -3.187 4.063 -2.321  -0.161
O -3.155 3.458 -1.047  -0.114
H -2.216 4.519 -2.515  0.052
H -3.319 3.371 -3.152  0.074
H -3.935 4.856 -2.305  0.094
H -2.481 2.787 -1.178  0.010

## Properties
Expectation value of S² = 1.8467
Total charge = +2
Orbital gap (spin up / spin down) = 3.40 / 1.85 eV
2S+1 = 2



Number 1: strongest force on any atom 4.76 eV Å⁻¹. Number 2: strongest force on any atom 4.43 eV Å⁻¹. Number 3: strongest force on any atom 5.02 eV Å⁻¹. Number 4: strongest force on any atom 5.75 eV Å⁻¹.